No. 1
Here is a single CH4NP molecule in a non-equilibrium geometry from the Open Molecules 2025 dataset. Energies are from the ωB97M-V functional and the def2-TZVPD basis.

Last column: Mulliken charge in e.
CARTESIAN COORDINATES (ANGSTROEM)
N (0.66502, 1.50368, -0.00023)  -0.16
C (-0.16389, 1.13726, 0.68910)  -0.15
P (-0.88724, -0.66025, 0.43763)  -0.08
H (1.41536, 1.57731, -0.63668)  0.28
H (-0.11876, -0.76536, 1.69318)  0.06
H (-0.97055, -1.91642, 0.29631)  -0.02
H (-1.79136, -0.83037, 1.62627)  0.07

Forces on atoms 1 to 3 (eV/Å):
3.689 2.387 -2.257
-2.371 2.021 2.893
-1.748 0.666 3.436

Properties
maximum force = 0.10497 Eh/bohr
ΔE to the lowest compared entry with this formula, charge and spin = 363.8 kJ/mol
SMILES = N=C=[PH3]
lowest unoccupied orbital energy = 0.026 Eh
gap between HOMO and LUMO = 8.6 eV
energy = -436.4254 hartree

No. 2
Here is 2 unconnected molecules or ions with the total composition C6H5NO3S in a non-equilibrium geometry from the Open Molecules 2025 dataset. Energies are from the ωB97M-V functional and the def2-TZVPD basis.

Last column: Mulliken charge in e.
CARTESIAN COORDINATES (ANGSTROEM)
C (-2.30253, -0.00860, 0.19189)  -0.18
C (-1.70544, 1.07000, -0.44774)  -0.65
C (-1.62629, -1.16214, 0.42955)  -0.33
C (-0.27017, 1.00753, -0.70282)  -0.19
C (-0.29390, -1.30150, 0.15419)  -0.29
C (0.26033, -0.22227, -0.48830)  0.06
N (2.52022, 0.79127, 0.35671)  0.84
O (2.30518, 1.88879, -0.18509)  -0.57
O (2.53074, 0.50602, 1.49913)  -0.49
O (2.99627, -1.79978, -0.08139)  -0.46
S (2.81486, -0.53377, -0.83029)  0.46
H (-3.40575, -0.00530, 0.48489)  0.27
H (-2.19550, 1.95372, -0.45326)  0.45
H (-2.23814, -2.00965, 0.85724)  0.27
H (0.26512, 1.95471, -1.02581)  0.33
H (0.34499, -2.12902, 0.24111)  0.49

Forces on atoms 1 to 3 (eV/Å):
-2.295 1.057 -0.556
3.346 -2.699 1.302
-1.207 -2.666 1.385

Properties
maximum force = 0.08736 Eh/bohr
ΔE to the lowest compared entry with this formula, charge and spin = 497.7 kJ/mol
lowest unoccupied orbital energy (alpha / beta) = -0.050 / -0.057 Eh
gap between HOMO and LUMO (alpha / beta) = 8.1 / 7.8 eV
energy = -910.0672 hartree

No. 3
Here is 2 unconnected molecules or ions with the total composition C8H18ClN in a non-equilibrium geometry from the Open Molecules 2025 dataset. Energies are from the ωB97M-V functional and the def2-TZVPD basis.

Last column: Mulliken charge in e.
CARTESIAN COORDINATES (ANGSTROEM)
Cl (1.80173, 3.54513, -0.57443)  -0.80
C (-0.27592, 1.06836, -3.23814)  -1.40
C (-0.80464, 0.54316, -1.89820)  -0.08
C (0.35879, 0.05691, -1.09181)  -0.66
N (0.01911, -0.50546, 0.26174)  0.17
C (-0.85107, -1.72408, 0.20520)  -0.95
C (1.25257, -0.84052, 1.03273)  -0.72
C (0.90355, -0.74144, 2.51710)  -0.55
C (-0.36593, 0.13289, 2.57281)  -0.75
C (-0.58026, 0.59951, 1.13024)  -0.57
H (-0.26125, 0.27867, -3.99160)  0.36
H (0.70424, 1.54134, -3.18232)  0.37
H (-0.92821, 1.84500, -3.63992)  0.36
H (-1.53342, -0.24333, -2.11541)  0.21
H (-1.39327, 1.32088, -1.41144)  0.37
H (1.07243, 0.82707, -0.80301)  0.16
H (0.99910, -0.68127, -1.58570)  0.34
H (-1.12006, -2.02007, 1.21143)  0.41
H (-0.33322, -2.46247, -0.39857)  0.31
H (-1.72141, -1.38202, -0.35001)  0.34
H (1.66938, -1.81186, 0.76707)  0.39
H (2.01159, -0.10887, 0.75104)  0.48
H (0.68867, -1.70827, 2.96985)  0.30
H (1.76759, -0.30107, 3.00692)  0.36
H (-1.26694, -0.41075, 2.85141)  0.34
H (-0.20629, 0.97554, 3.23924)  0.40
H (-1.63148, 0.73304, 0.89512)  0.41
H (0.02462, 1.47400, 0.86866)  0.37

Forces on atoms 1 to 3 (eV/Å):
-0.304 -0.694 0.133
-0.275 0.296 -0.539
-0.275 0.179 -0.704

Properties
maximum force = 0.03088 Eh/bohr
ΔE to the lowest compared entry with this formula, charge and spin = 0.0 kJ/mol
lowest unoccupied orbital energy = -0.002 Eh
gap between HOMO and LUMO = 6.8 eV
energy = -830.5194 hartree

No. 4
Here is 3 unconnected molecules or ions with the total composition C12H21N2O in a non-equilibrium geometry from the Open Molecules 2025 dataset. Energies are from the ωB97M-V functional and the def2-TZVPD basis.

Last column: Mulliken charge in e.
CARTESIAN COORDINATES (ANGSTROEM)
C (1.28722, -3.44814, -0.33716)  -0.63
C (2.54361, -3.38957, 0.30360)  -0.29
C (0.28155, -2.52485, 0.15489)  0.07
C (2.84386, -2.42991, 1.26671)  -0.63
C (0.69759, -1.52006, 1.02378)  -0.58
C (1.85917, -1.60836, 1.77743)  0.77
C (-1.35576, -0.73695, 2.89859)  -1.25
C (-2.26410, 1.66299, 1.08690)  -1.17
C (-0.55175, 0.03926, -2.43265)  -0.93
C (1.23146, 0.91381, -0.97295)  -0.79
C (-0.46399, 2.45678, -2.23081)  -0.90
C (-0.95152, -0.23448, 1.60524)  0.75
N (-1.24907, 0.60577, 0.72719)  -0.43
N (-0.18542, 1.12490, -1.59825)  0.29
O (2.00802, -0.62477, 2.72093)  -0.49
H (1.16015, -4.34057, -0.98196)  0.37
H (3.32122, -4.11626, 0.04524)  0.37
H (-0.77081, -2.79750, -0.12507)  0.42
H (3.85108, -2.50169, 1.75931)  0.27
H (-1.37080, -1.90938, 2.91443)  0.29
H (-0.54213, -0.47819, 3.59243)  0.30
H (-2.27868, -0.21661, 3.30200)  0.38
H (-1.81856, 2.66652, 0.87018)  0.28
H (-3.08097, 1.61452, 0.23174)  0.28
H (-2.73088, 1.61201, 2.00702)  0.44
H (-1.59935, 0.07927, -2.42884)  0.42
H (-0.10897, 0.26396, -3.47289)  0.35
H (-0.15792, -0.85578, -2.12217)  0.29
H (1.95769, 1.11056, -1.77883)  0.43
H (1.33007, 1.38040, -0.01086)  0.35
H (1.25494, -0.19875, -0.81698)  0.06
H (0.01882, 3.24204, -1.63348)  0.32
H (0.03950, 2.37634, -3.21059)  0.37
H (-1.51830, 2.50985, -2.30263)  0.38
H (-0.86334, 1.01341, -0.71687)  0.46
H (2.75180, -1.01996, 3.23031)  0.35

Forces on atoms 1 to 3 (eV/Å):
0.289 0.174 1.836
-0.366 0.146 -0.932
0.952 -1.805 -1.319

Properties
maximum force = 0.10510 Eh/bohr
ΔE to the lowest compared entry with this formula, charge and spin = 475.0 kJ/mol
lowest unoccupied orbital energy = -0.085 Eh
gap between HOMO and LUMO = 9.4 eV
energy = -654.2019 hartree
total charge = +1

No. 5
Here is a molecular structure, C46H50BClF6N3O4PS2ScTe in a non-equilibrium geometry from the Open Molecules 2025 dataset. Energies are from the ωB97M-V functional and the def2-TZVPD basis.

Last column: Mulliken charge in e.
CARTESIAN COORDINATES (ANGSTROEM)
Sc (-0.84520, 0.69018, 0.03644)  -2.86
F (-4.97850, 4.14188, -0.25026)  -0.24
C (-3.84680, 3.78358, 0.37224)  0.34
F (-3.40960, 4.85678, 1.04384)  -0.24
F (-4.16620, 2.85788, 1.27314)  -0.09
S (-2.56330, 3.23418, -0.90676)  0.90
O (-1.48670, 2.66738, -0.11286)  0.17
O (-2.29080, 4.47108, -1.55856)  -0.63
N (-3.34250, 2.22208, -1.78156)  -0.51
S (-2.90780, 0.66898, -1.86076)  0.72
O (-2.51130, 0.16248, 0.94044)  -0.01
O (-1.43490, 0.61738, -1.97436)  -0.53
C (-3.40380, 0.58748, -3.73656)  0.25
F (-2.49960, 1.17728, -4.51966)  -0.15
F (-3.50560, -0.69652, -4.14746)  -0.23
F (-4.59310, 1.14978, -3.99816)  -0.23
Cl (-5.20260, 0.54468, -0.28136)  -0.15
C (-5.32470, -1.14002, 0.15424)  1.05
C (-6.61980, -1.63652, 0.27834)  -0.57
C (-6.83890, -2.94952, 0.63334)  -0.77
C (-5.74860, -3.77902, 0.84754)  -0.94
C (-4.47250, -3.27772, 0.72024)  -0.34
C (-4.21580, -1.94762, 0.36574)  -0.74
P (-2.38390, -1.56702, 0.25404)  2.23
C (-2.05640, -2.39042, 1.87374)  0.69
C (-2.89060, -2.00062, 2.92454)  -0.45
C (-2.73280, -2.52402, 4.19324)  -0.88
C (-1.71880, -3.43292, 4.44494)  -0.85
C (-0.88750, -3.82952, 3.41194)  -0.57
C (-1.06320, -3.32462, 2.13224)  0.15
C (-2.15200, -3.08792, -0.95306)  0.86
C (-0.81850, -3.42662, -1.18366)  -0.16
C (-0.44890, -4.30142, -2.18506)  -0.90
C (-1.41260, -4.81162, -3.03966)  -0.69
C (-2.72710, -4.40622, -2.90026)  -0.99
C (-3.09040, -3.54862, -1.87776)  -0.21
H (-7.43990, -0.96352, 0.08674)  0.51
H (-7.84780, -3.31862, 0.74834)  0.38
H (-5.89550, -4.81322, 1.12084)  0.43
H (-3.62970, -3.93382, 0.87914)  0.42
H (-3.67560, -1.28242, 2.73594)  0.36
H (-3.39770, -2.21492, 4.98734)  0.46
H (-1.57770, -3.82442, 5.44294)  0.37
H (-0.09660, -4.54582, 3.59804)  0.47
H (-0.41790, -3.67212, 1.34134)  0.13
H (-0.05450, -2.97702, -0.55306)  -0.04
H (0.58770, -4.57862, -2.31996)  0.45
H (-1.12970, -5.49982, -3.82286)  0.38
H (-3.47780, -4.76252, -3.59266)  0.41
H (-4.12890, -3.25242, -1.79956)  0.38
Te (-1.74580, 1.06478, 2.76244)  -0.09
C (0.58020, 4.54658, 2.05714)  -1.41
C (1.88840, 3.75518, 2.05544)  2.06
C (3.07420, 4.64848, 2.43334)  -1.89
C (1.80980, 2.56188, 2.98304)  0.57
C (1.50260, 2.75408, 4.32074)  -0.19
C (1.42400, 1.67878, 5.18314)  -1.68
C (1.67310, 0.40868, 4.71044)  -0.76
C (2.00710, 0.16998, 3.37914)  0.03
C (2.34580, -1.27662, 3.06574)  0.67
C (2.04490, -1.75872, 1.65234)  -1.11
C (3.82070, -1.52692, 3.40934)  -1.75
C (2.06080, 1.26178, 2.50244)  0.42
N (2.40670, 1.13798, 1.13374)  0.56
B (1.53840, 1.02488, -0.04256)  3.14
N (2.53690, 1.19178, -1.10206)  0.80
C (3.80050, 1.38868, -0.56836)  -1.08
C (3.72030, 1.37008, 0.77364)  -0.83
C (2.46090, 0.96338, -2.50076)  0.15
C (1.99990, 1.91108, -3.42596)  -0.06
C (2.00780, 1.57688, -4.78036)  -0.87
C (2.44790, 0.35538, -5.23666)  -1.51
C (2.91950, -0.56842, -4.32556)  -0.37
C (2.94580, -0.27372, -2.97286)  0.42
C (3.50880, -1.31402, -2.03046)  1.87
C (4.99840, -1.54942, -2.29826)  -1.97
C (2.73400, -2.62662, -2.14356)  -1.79
C (1.47380, 3.30728, -3.14936)  0.82
C (-0.03900, 3.32138, -3.40156)  -1.80
C (1.77530, 3.90178, -1.77896)  -1.30
H (0.64440, 5.37688, 1.35654)  0.47
H (0.35730, 4.94468, 3.04444)  0.38
H (-0.24040, 3.90058, 1.74804)  -0.04
H (2.04820, 3.39498, 1.03694)  -1.06
H (2.95880, 5.03928, 3.44214)  0.38
H (3.14660, 5.48898, 1.74544)  0.43
H (4.00410, 4.08428, 2.38834)  0.36
H (1.31490, 3.75018, 4.69584)  0.37
H (1.16270, 1.82748, 6.22034)  0.36
H (1.61070, -0.42932, 5.39094)  0.47
H (1.73720, -1.88382, 3.74734)  0.56
H (2.75680, -1.35692, 0.93894)  0.16
H (1.03950, -1.45262, 1.35314)  -0.83
H (2.10150, -2.84612, 1.61734)  0.73
H (4.46470, -0.93612, 2.76214)  0.27
H (4.06910, -2.57912, 3.27804)  0.43
H (4.02400, -1.25012, 4.44224)  0.44
H (4.66200, 1.53318, -1.19556)  0.48
H (4.49330, 1.50688, 1.50914)  0.55
H (1.66160, 2.30648, -5.50016)  0.43
H (2.42730, 0.12178, -6.29146)  0.38
H (3.27320, -1.52782, -4.67396)  0.39
H (3.40210, -0.95402, -1.00576)  -0.71
H (5.15700, -1.94662, -3.29876)  0.39
H (5.39410, -2.26442, -1.57916)  0.46
H (5.55870, -0.62132, -2.20696)  0.34
H (2.90130, -3.10042, -3.10946)  0.38
H (1.67000, -2.43462, -2.03166)  0.18
H (3.05570, -3.31602, -1.36346)  0.56
H (1.94100, 3.96128, -3.90306)  0.61
H (-0.53770, 2.62128, -2.73436)  0.30
H (-0.27130, 3.02898, -4.42406)  0.56
H (-0.45510, 4.30808, -3.20966)  0.56
H (1.13610, 3.44658, -1.02266)  -0.33
H (1.55990, 4.96868, -1.80476)  0.60
H (2.82190, 3.76688, -1.51176)  0.37

Forces on atoms 1 to 3 (eV/Å):
1.165 -0.455 0.477
0.210 -0.096 -0.286
-0.172 0.063 0.443

Properties
maximum force = 0.06123 Eh/bohr
ΔE to the lowest compared entry with this formula, charge and spin = 217.7 kJ/mol
lowest unoccupied orbital energy = 0.085 Eh
gap between HOMO and LUMO = 6.6 eV
energy = -5498.9587 hartree
total charge = -1

No. 6
Here is a single C4H12N2O molecule in a non-equilibrium geometry from the Open Molecules 2025 dataset. Energies are from the ωB97M-V functional and the def2-TZVPD basis.

Last column: Mulliken charge in e.
CARTESIAN COORDINATES (ANGSTROEM)
C (1.82356, -2.26746, 0.22217)  -0.72
N (1.35835, -1.29773, -0.75103)  -0.31
C (-0.04913, -0.86854, -0.84062)  -0.85
C (-0.20083, 0.64378, -0.27540)  0.23
N (0.75355, 1.01548, 0.76173)  -0.67
C (-1.69785, 0.90215, -0.03344)  -0.55
O (-2.14204, 2.04094, 0.70942)  -0.52
H (1.88068, -1.86514, 1.27946)  0.22
H (2.71057, -2.85415, -0.04671)  0.32
H (1.05517, -3.06640, 0.24362)  0.26
H (1.85273, -0.45765, -0.99973)  0.27
H (-0.35972, -1.00599, -1.86979)  0.31
H (-0.81509, -1.44294, -0.28980)  0.37
H (0.02898, 1.21730, -1.18772)  0.20
H (1.69550, 0.75080, 0.51561)  0.31
H (0.56226, 0.31147, 1.48399)  0.26
H (-2.16647, 1.08699, -1.00333)  0.26
H (-2.15055, 0.01736, 0.46465)  0.25
H (-1.36856, 2.29667, 1.23770)  0.34

Forces on atoms 1 to 3 (eV/Å):
-1.201 -0.029 0.900
-1.113 -0.204 -0.789
-0.056 0.357 1.529

Properties
maximum force = 0.05545 Eh/bohr
ΔE to the lowest compared entry with this formula, charge and spin = 242.7 kJ/mol
SMILES = CNC[C@H](N)CO
lowest unoccupied orbital energy = 0.032 Eh
gap between HOMO and LUMO = 9.6 eV
energy = -344.2926 hartree

Number 4 is which compound? C12H21N2O